C37H37HgN10O5S2 | ωB97M-V with the def2-TZVPD basis set

The geometry in XYZ format:
```
92
C37H37HgN10O5S2 | the OMol25 dataset | ωB97M-V with the def2-TZVPD basis set
Hg -1.151 -1.325 -0.513
N 4.393 -2.538 -4.100
C 3.062 -2.570 -3.737
C 2.094 -1.815 -4.456
C 0.733 -1.992 -4.203
C 0.341 -2.959 -3.277
C 1.247 -3.765 -2.593
C 2.605 -3.552 -2.820
S -1.352 -3.210 -2.942
O -1.352 -4.011 -1.731
O -2.064 -3.516 -4.181
N -1.807 -1.623 -2.536
C -3.052 -1.089 -2.836
N -3.167 0.257 -3.071
C -4.354 0.848 -3.193
C -5.491 0.070 -3.203
C -5.339 -1.296 -3.039
N -4.164 -1.896 -2.846
H 4.735 -1.644 -4.440
H 5.029 -2.922 -3.426
H 2.447 -1.078 -5.187
H -0.044 -1.361 -4.638
H 0.983 -4.556 -1.932
H 3.298 -4.134 -2.284
H -4.376 1.955 -3.231
H -6.463 0.541 -3.328
H -6.162 -1.996 -3.040
S 0.221 -2.533 1.061
C 1.617 -1.705 1.668
N 2.343 -2.436 2.531
N 3.339 -1.641 2.973
C 4.154 -2.098 3.975
C 3.965 -3.378 4.570
C 5.034 -3.885 5.313
C 6.157 -3.147 5.546
C 6.217 -1.822 5.130
C 5.225 -1.270 4.378
N 1.957 -0.391 1.540
N 1.136 0.401 0.872
C 0.897 1.623 1.461
C 1.054 1.896 2.846
C 1.112 3.225 3.241
C 0.940 4.287 2.348
C 0.756 4.017 0.993
C 0.607 2.708 0.578
H 3.533 -0.806 2.436
H 3.002 -3.883 4.367
H 4.965 -4.885 5.727
H 6.978 -3.608 6.088
H 7.023 -1.209 5.462
H 5.244 -0.237 4.004
H 1.223 1.051 3.522
H 1.336 3.459 4.301
H 1.049 5.335 2.698
H 0.790 4.799 0.243
H 0.403 2.383 -0.428
C -4.186 4.665 2.134
O -4.141 3.698 3.218
C -3.731 2.425 2.848
C -4.097 1.430 3.757
C -3.896 0.080 3.474
C -3.222 -0.275 2.283
C -2.939 -1.667 2.020
C -2.787 -2.554 3.235
O -2.941 -2.197 0.891
C -2.764 0.742 1.370
O -2.148 0.530 0.229
C -3.038 2.095 1.707
H -4.476 5.580 2.607
H -4.847 4.376 1.328
H -3.134 4.837 1.782
H -4.575 1.718 4.738
H -4.323 -0.705 4.120
H -3.350 -3.469 3.142
H -3.112 -1.938 4.095
H -1.749 -2.821 3.273
H -2.636 2.762 0.953
C -1.107 3.488 -5.238
C -0.215 2.830 -4.215
C 1.158 2.998 -3.904
C 1.507 1.894 -3.066
N 0.430 1.119 -2.922
N -0.582 1.713 -3.546
C 2.712 1.452 -2.319
H -1.348 2.814 -6.145
H -0.583 4.367 -5.624
H -2.116 3.729 -4.872
H 1.812 3.771 -4.263
H -1.549 1.291 -3.441
H 3.406 0.890 -2.949
H 2.465 0.872 -1.435
H 3.193 2.390 -1.925
```

Summary:
- ΔE to the lowest compared entry with this formula, charge and spin (kcal per mole) = 17.9
- ⟨S²⟩ = 0.780
- largest force on an atom (eV/Å) = 3.26
- spin multiplicity = 2
- M (g mol⁻¹) = 966.49
- E_LUMO (alpha / beta) (Ha) = 0.1498 / 0.1498
- calculated total energy (Ha) = -3305.62651
- net charge = -2
- gap between HOMO and LUMO (alpha / beta) (eV) = 4.749 / 5.045

Mulliken atomic charge list, values in e, 5 entries: Hg 2.2866; N -0.6086; C 0.9327; C -0.6228; C -0.2021

***

C37H37N2O | ωB97M-V with the def2-TZVPD basis set

The geometry in XYZ format:
```
77
C37H37N2O | the OMol25 dataset | ωB97M-V with the def2-TZVPD basis set
C -4.366 -3.790 -1.570
C -3.163 -3.396 -0.761
C -1.922 -3.993 -1.001
C -0.780 -3.647 -0.272
C 0.496 -4.349 -0.607
C -0.892 -2.679 0.739
N 0.291 -2.220 1.413
C 0.720 -0.903 1.404
C 0.127 0.020 0.586
N 1.717 -0.795 2.363
C 2.094 0.451 2.979
C 1.561 0.789 4.233
C 0.661 -0.148 4.969
C 1.844 2.047 4.773
C 2.645 2.970 4.095
C 2.892 4.333 4.688
C 3.203 2.589 2.872
C 2.935 1.340 2.302
C 3.541 0.936 0.998
C 1.928 -2.062 2.893
C 1.078 -2.925 2.295
C -2.146 -2.120 1.057
C -2.346 -1.202 2.231
C -3.252 -2.450 0.260
H -5.189 -3.086 -1.409
H -4.130 -3.808 -2.641
H -4.726 -4.794 -1.304
H -1.839 -4.748 -1.787
H 1.382 -3.863 -0.197
H 0.468 -5.384 -0.239
H 0.607 -4.413 -1.698
H 0.612 0.981 0.430
H -0.877 -0.269 0.335
H 0.384 0.317 5.923
H -0.269 -0.346 4.416
H 1.142 -1.107 5.201
H 1.429 2.311 5.750
H 3.599 4.901 4.076
H 1.968 4.925 4.767
H 3.304 4.251 5.702
H 3.869 3.282 2.351
H 4.266 1.695 0.688
H 4.074 -0.021 1.076
H 2.787 0.841 0.207
H 2.664 -2.233 3.667
H 0.936 -3.986 2.457
H -3.424 -1.000 2.331
H -2.008 -1.652 3.177
H -1.861 -0.222 2.123
H -4.214 -1.965 0.456
C 3.717 0.840 -4.996
C 3.310 -0.155 -4.094
C 2.053 -0.085 -3.499
C 1.172 0.991 -3.793
C -0.072 1.157 -3.091
O -0.790 2.252 -3.469
C -2.065 2.440 -2.952
C -2.549 1.603 -1.929
C -3.903 1.795 -1.523
C -4.732 2.640 -2.244
C -4.218 3.423 -3.289
C -2.863 3.372 -3.602
C -1.692 0.580 -1.428
C -0.547 0.268 -2.144
C 1.568 1.943 -4.751
C 2.833 1.887 -5.325
H 4.712 0.805 -5.448
H 3.981 -0.983 -3.852
H 1.748 -0.850 -2.787
H -4.273 1.208 -0.673
H -5.797 2.693 -2.000
H -4.871 4.115 -3.816
H -2.426 4.018 -4.359
H -2.170 -0.154 -0.769
H 0.035 -0.622 -1.910
H 0.888 2.750 -5.020
H 3.130 2.668 -6.031
```

Summary:
- largest force on an atom (eV/Å) = 2.55
- M (g mol⁻¹) = 525.72
- E_LUMO (Ha) = -0.1724
- calculated total energy (Ha) = -1616.61026
- net charge = +1
- gap between HOMO and LUMO (eV) = 4.179

Mulliken atomic charge list, values in e, 5 entries: C -1.6560; C 0.5486; C -0.7930; C 1.2034; C -2.1708

***

C37H37N3O7PS5SiV | ωB97M-V with the def2-TZVPD basis set

The geometry in XYZ format:
```
92
C37H37N3O7PS5SiV | the OMol25 dataset | ωB97M-V with the def2-TZVPD basis set
V 0.217 0.438 -0.162
S -4.470 1.822 -4.029
C -6.136 1.713 -4.400
C -6.956 1.752 -3.326
C -6.177 1.830 -2.129
C -4.803 1.844 -2.309
C -3.792 2.064 -1.267
C -2.471 1.520 -1.352
N -1.634 1.518 -0.322
C -2.008 2.175 0.883
C -3.230 2.843 1.009
C -3.440 3.663 2.173
C -2.493 3.832 3.107
C -1.189 3.199 2.953
C -0.057 3.368 3.824
C 1.143 2.690 3.529
C 1.215 1.848 2.403
N 0.187 1.671 1.620
C -0.986 2.375 1.861
C 2.340 3.033 4.343
C 2.353 4.066 5.257
C 3.632 4.174 5.883
C 4.497 3.225 5.388
S 3.853 2.217 4.168
C -4.158 2.647 -0.034
H -6.469 1.482 -5.401
H -8.052 1.747 -3.395
H -6.683 1.863 -1.156
H -2.168 0.984 -2.221
H -4.454 4.072 2.381
H -2.655 4.555 3.910
H -0.154 3.918 4.757
H 2.093 1.243 2.199
H 1.456 4.690 5.449
H 3.948 4.936 6.575
H 5.518 3.050 5.778
H -5.122 3.032 0.114
C 0.143 -5.964 1.634
Si -0.718 -4.328 2.141
C 0.620 -3.342 2.980
C -2.230 -4.850 3.143
C -1.455 -3.685 0.492
C -1.900 -4.602 -0.429
C -2.551 -4.195 -1.606
C -2.664 -2.843 -1.847
N -2.233 -1.997 -0.943
C -1.652 -2.340 0.223
S -1.088 -1.147 1.287
H 0.706 -6.447 2.440
H 0.905 -5.740 0.869
H -0.488 -6.756 1.170
H 1.208 -4.047 3.563
H 0.244 -2.539 3.608
H 1.263 -2.975 2.216
H -2.044 -5.210 4.186
H -2.827 -5.624 2.644
H -2.921 -3.994 3.314
H -1.751 -5.635 -0.171
H -2.865 -4.877 -2.395
H -3.186 -2.418 -2.746
O 1.972 3.767 -2.425
S 1.089 2.641 -2.412
O -0.285 2.899 -2.829
O 1.136 2.121 -1.017
C 1.879 1.449 -3.574
C 2.945 2.062 -4.311
C 3.544 1.470 -5.380
C 3.206 0.172 -5.719
C 2.198 -0.488 -5.022
C 1.463 0.197 -4.045
S 0.166 -0.861 -3.344
O 0.535 -2.246 -3.502
O -1.049 -0.303 -3.902
O 0.279 -0.583 -1.814
H 3.199 3.085 -3.987
H 4.270 2.000 -5.974
H 3.783 -0.367 -6.447
H 1.874 -1.521 -5.167
C 3.139 -2.625 -0.654
P 3.290 -0.934 0.001
C 4.488 -1.064 1.390
C 3.946 -0.037 -1.468
O 2.000 -0.399 0.537
H 4.054 -2.995 -1.155
H 2.280 -2.785 -1.333
H 2.962 -3.253 0.236
H 5.496 -1.271 1.006
H 4.111 -1.938 1.949
H 4.522 -0.160 2.015
H 5.039 -0.170 -1.617
H 3.775 1.042 -1.492
H 3.485 -0.449 -2.377
```

Summary:
- ΔE to the lowest compared entry with this formula, charge and spin (kcal per mole) = 10.1
- ⟨S²⟩ = 3.761
- largest force on an atom (eV/Å) = 4.74
- spin multiplicity = 4
- M (g mol⁻¹) = 906.06
- E_LUMO (alpha / beta) (Ha) = 0.0598 / 0.0588
- calculated total energy (Ha) = -5689.15438
- net charge = -1
- gap between HOMO and LUMO (alpha / beta) (eV) = 4.871 / 5.819

Mulliken atomic charge list, values in e, 5 entries: V 1.4793; S 0.0220; C -0.3852; C -0.5987; C -0.3577

***

C37H37N3P2Pd | ωB97M-V with the def2-TZVPD basis set

The geometry in XYZ format:
```
80
C37H37N3P2Pd | the OMol25 dataset | ωB97M-V with the def2-TZVPD basis set
Pd 0.155 0.476 1.356
C -2.069 1.006 -2.621
C -2.056 -0.331 -2.568
C -1.391 -1.222 -3.588
C 0.006 -0.786 -4.087
C 0.882 -0.082 -3.063
C 0.727 1.183 -2.663
C -0.019 2.214 -3.478
C -1.497 1.825 -3.749
C 1.497 0.498 2.948
H -2.619 1.599 -1.891
H -2.762 -0.859 -1.914
H -2.069 -1.324 -4.456
H -1.314 -2.240 -3.176
H 0.548 -1.689 -4.408
H -0.087 -0.181 -5.003
H 1.791 -0.641 -2.804
H 1.285 1.594 -1.817
H 0.509 2.421 -4.432
H -0.010 3.171 -2.925
H -2.074 2.761 -3.844
H -1.614 1.319 -4.732
H 1.126 1.355 3.531
H 2.547 0.666 2.689
H 1.389 -0.438 3.508
P -1.395 -0.906 0.340
P 2.140 -0.080 0.284
C -0.108 -1.632 -0.688
C 1.247 -1.364 -0.638
C -2.325 -2.352 0.865
C -2.639 -3.418 -0.004
C -3.498 -4.424 0.436
C -4.017 -4.405 1.734
C -3.602 -3.420 2.633
C -2.754 -2.410 2.201
C -2.633 0.509 0.250
C -2.150 1.827 0.398
C -2.986 2.937 0.273
C -4.351 2.751 0.017
C -4.866 1.444 -0.020
C -4.026 0.332 0.145
C 3.550 -1.003 0.958
C 3.299 -2.273 1.519
C 4.364 -3.075 1.924
C 5.679 -2.618 1.784
C 5.925 -1.332 1.286
C 4.871 -0.518 0.878
C 2.780 1.624 -0.040
C 2.299 2.642 0.804
C 2.588 3.976 0.585
C 3.342 4.339 -0.540
C 3.889 3.335 -1.356
C 3.668 1.981 -1.077
H -0.432 -2.462 -1.320
H 1.924 -2.082 -1.115
H -2.225 -3.469 -1.012
H -3.777 -5.233 -0.241
H -4.733 -5.162 2.057
H -3.940 -3.431 3.668
H -2.411 -1.645 2.890
H -1.080 2.019 0.609
H -2.559 3.941 0.382
H -4.997 3.628 -0.099
H -5.944 1.310 -0.157
H -4.457 -0.667 0.200
H 2.271 -2.629 1.603
H 4.164 -4.066 2.323
H 6.512 -3.270 2.045
H 6.947 -0.968 1.192
H 5.061 0.483 0.481
H 1.650 2.376 1.647
H 2.209 4.723 1.289
H 3.499 5.402 -0.761
H 4.506 3.616 -2.218
H 4.155 1.200 -1.661
N -1.294 0.338 2.981
C -1.554 0.385 4.137
N -2.084 0.363 5.299
C -1.496 0.303 6.460
N -1.086 0.239 7.559
```

Summary:
- ⟨S²⟩ = 2.020
- largest force on an atom (eV/Å) = 2.48
- spin multiplicity = 3
- M (g mol⁻¹) = 692.09
- E_LUMO (alpha / beta) (Ha) = -0.0129 / -0.0645
- calculated total energy (Ha) = -2406.67254
- gap between HOMO and LUMO (alpha / beta) (eV) = 5.508 / 6.162

Mulliken atomic charge list, values in e, 5 entries: Pd -1.1156; C 0.2067; C -0.4937; C -1.1569; C -1.3991

***

C37H37N4OS4Tc | ωB97M-V with the def2-TZVPD basis set

The geometry in XYZ format:
```
84
C37H37N4OS4Tc | the OMol25 dataset | ωB97M-V with the def2-TZVPD basis set
Tc -0.228 -0.027 -1.052
S -0.424 -1.336 -3.060
C -1.806 -2.366 -2.655
C -2.458 -3.067 -3.683
C -3.530 -3.901 -3.428
C -4.000 -4.088 -2.128
C -3.370 -3.428 -1.094
C -2.309 -2.560 -1.364
S -1.439 -1.779 -0.029
C -2.749 -0.826 0.844
C -2.557 0.656 1.077
C -3.673 1.461 1.277
C -3.546 2.825 1.335
C -2.307 3.409 1.094
C -1.200 2.610 0.952
C 0.124 3.114 0.450
S 0.506 2.469 -1.253
C -0.850 3.267 -2.071
C -0.699 4.596 -2.472
C -1.774 5.284 -3.003
C -2.999 4.629 -3.129
C -3.141 3.310 -2.739
C -2.063 2.591 -2.199
S -2.292 0.908 -1.750
N -1.365 1.269 1.123
H -2.103 -2.927 -4.698
H -4.011 -4.415 -4.252
H -4.835 -4.749 -1.929
H -3.697 -3.581 -0.070
H -2.976 -1.328 1.787
H -3.627 -0.898 0.205
H -4.647 0.989 1.312
H -4.423 3.446 1.477
H -2.199 4.477 0.966
H 0.965 2.881 1.097
H 0.070 4.193 0.337
H 0.269 5.077 -2.373
H -1.660 6.310 -3.329
H -3.849 5.154 -3.550
H -4.092 2.803 -2.857
C 2.880 -0.124 -2.984
N 2.946 -1.513 -2.557
C 3.316 -2.467 -3.594
C 2.382 -1.883 -1.389
O 1.621 -1.119 -0.762
N 2.677 -3.126 -0.905
C 1.847 -3.623 0.180
C 4.060 -3.596 -0.871
H 3.818 0.141 -3.473
H 2.729 0.523 -2.127
H 2.056 0.025 -3.687
H 2.839 -2.162 -4.527
H 2.956 -3.459 -3.339
H 4.396 -2.498 -3.749
H 0.797 -3.459 -0.042
H 2.088 -3.141 1.134
H 2.017 -4.695 0.273
H 4.697 -2.971 -1.490
H 4.131 -4.626 -1.223
H 4.438 -3.551 0.155
N -0.167 0.526 0.996
C 0.535 0.469 2.084
C 1.949 0.039 2.060
C 2.847 0.543 1.125
C 4.184 0.186 1.177
C 4.627 -0.704 2.146
C 3.737 -1.213 3.086
C 2.408 -0.823 3.059
C -0.030 0.851 3.409
C -1.226 0.310 3.877
C -1.726 0.688 5.114
C -1.041 1.620 5.886
C 0.158 2.152 5.430
C 0.670 1.757 4.202
H 2.505 1.218 0.353
H 4.877 0.595 0.453
H 5.671 -0.992 2.178
H 4.082 -1.896 3.852
H 1.717 -1.197 3.805
H -1.743 -0.443 3.293
H -2.644 0.248 5.481
H -1.435 1.919 6.850
H 0.702 2.866 6.036
H 1.621 2.150 3.858
```

Summary:
- ⟨S²⟩ = 0.764
- largest force on an atom (eV/Å) = 0.72
- spin multiplicity = 2
- M (g mol⁻¹) = 780.00
- E_LUMO (alpha / beta) (Ha) = -0.1223 / -0.1261
- calculated total energy (Ha) = -3399.76589
- net charge = +1
- gap between HOMO and LUMO (alpha / beta) (eV) = 5.616 / 5.403

Mulliken atomic charge list, values in e, 5 entries: Tc 0.2876; S -0.4182; C 0.8492; C -0.8735; C -0.6086